1.
Here is C5H8CuLiO4 as an isolated structure at a distorted geometry from the Open Molecules 2025 dataset. Energies are from ωB97M-V/def2-TZVPD.

XYZ file:
```
19
Properties=species:S:1:pos:R:3:mulliken_spin:R:1
O 2.73910 0.61960 0.13484 0.0896
C 2.28563 -0.73929 0.15694 0.0233
C 1.10026 -0.93533 1.11145 0.0141
H 1.96733 -1.00964 -0.86999 0.0149
H 3.13200 -1.42185 0.36126 0.0156
H 1.33297 -1.51216 2.02260 0.0011
H 0.36151 -1.62701 0.67857 -0.0011
O -0.51721 0.57742 -1.10322 -0.0322
C -0.38662 0.77009 0.24113 -0.0767
C -1.89115 0.30935 -1.40817 0.0000
O 0.36010 1.72778 0.58136 -0.0252
O -1.54391 0.55497 0.87322 0.0078
C -2.46394 -0.06032 -0.03842 0.0042
H -1.91881 -0.51332 -2.12965 -0.0006
H -2.33300 1.21825 -1.83330 -0.0018
H -2.46093 -1.14348 0.13928 0.0000
H -3.45984 0.35336 0.14403 0.0002
Cu 1.76952 1.82118 -0.85365 1.9590
Li 1.92698 1.01038 1.79170 0.0076
```

As for the HOMO energy (alpha / beta): -5.725 / -7.338 eV. Its HOMO-LUMO gap (alpha / beta) is 5.7352 / 6.5364 eV. Its energy above the lowest of the compared OMol25 structures with the same formula, charge and spin is 0.0 kcal/mol. The LUMO energy (alpha / beta) comes out at 0.01 / -0.80 eV. The calculation puts the electronic energy at -2144.1261 hartree. The value obtained for the molar mass is 202.602 g mol⁻¹. Its multiplicity is 3.

=====

2.
Here is C5H8DyO2 as an isolated structure at a distorted geometry from the Open Molecules 2025 dataset. Energies are from ωB97M-V/def2-TZVPD.

XYZ file:
```
16
Properties=species:S:1:pos:R:3:mulliken_spin:R:1
O 0.46357 0.02306 -0.43066 0.0058
C -0.37561 -0.79956 -0.95400 0.0368
Dy -2.54761 -0.22706 -2.66973 5.9726
O -0.26241 -2.01727 -0.51623 -0.0112
C 0.71215 -2.44180 0.39491 0.0028
C 0.62507 -3.66975 0.88192 -0.0014
H 1.43524 -4.04893 1.50262 0.0001
H 1.47354 -1.71260 0.66050 -0.0006
H -0.22605 -4.31532 0.66566 0.0000
H 0.53495 0.93786 -0.94969 -0.0039
C -0.75707 2.70914 0.61457 0.0014
H -1.75023 2.47839 0.22097 0.0030
H -0.49992 2.39862 1.62986 -0.0008
C 0.17656 3.29183 -0.18065 -0.0048
H -0.12242 3.76014 -1.12233 0.0005
H 1.12023 3.63328 0.25226 -0.0003
```

As for the HOMO energy (alpha / beta): -16.460 / -16.466 eV. Its HOMO-LUMO gap (alpha / beta) is 6.1854 / 5.3262 eV. Its energy above the lowest of the compared OMol25 structures with the same formula, charge and spin is 82.3 kcal/mol. The LUMO energy (alpha / beta) comes out at -10.27 / -11.14 eV. Its total charge is +2. The calculation puts the electronic energy at -1229.9630 hartree. The value obtained for the molar mass is 262.617 g mol⁻¹. Its multiplicity is 7.

=====

3.
Here is an isolated ion of composition C5H8F2NO and charge -1 at a distorted geometry from the Open Molecules 2025 dataset. Energies are from ωB97M-V/def2-TZVPD.

XYZ file:
```
17
Properties=species:S:1:pos:R:3:mulliken_charge:R:1
O 2.25638 -1.72004 0.06701 -0.8306
N 1.17191 -0.98797 -0.42392 -0.1411
C -0.00685 -1.47452 0.28392 -0.6290
C -1.26459 -0.70870 -0.04315 -0.4070
C -1.25655 0.85215 0.13194 -0.7948
C 0.10617 1.33377 -0.41640 -0.9542
C 1.31393 0.57520 0.01377 0.8375
F 1.65736 0.86750 1.37746 -0.3437
F 2.45948 0.95664 -0.68323 -0.3406
H 0.03252 -1.48091 1.44912 0.2570
H 0.06267 -2.41164 -0.16821 0.4080
H -2.17965 -0.97486 0.62812 0.2244
H -1.35525 -1.05546 -1.13921 0.2515
H -1.97322 1.36932 -0.45078 0.3346
H -1.36885 1.09444 1.11540 0.3809
H 0.20665 1.42078 -1.54351 0.2991
H 0.13789 2.34430 -0.19833 0.4481
```

As for the HOMO energy: -1.975 eV. Its HOMO-LUMO gap is 5.7852 eV. The LUMO energy comes out at 3.81 eV. Its total charge is -1. The SMILES is [O-]N1CCCCC1(F)F. The calculation puts the electronic energy at -524.9520 hartree. The value obtained for the molar mass is 136.121 g mol⁻¹.

=====

4.
Here is one molecule with the formula C5H8F2Si at a distorted geometry from the Open Molecules 2025 dataset. Energies are from ωB97M-V/def2-TZVPD.

XYZ file:
```
16
Properties=species:S:1:pos:R:3:mulliken_spin:R:1
C 0.69129 0.13116 -1.06952 1.0937
C 0.83935 0.02353 0.25549 0.6401
C -0.66029 0.12894 -1.79033 -0.0378
C -0.52068 -0.00116 1.11489 -0.0076
C 2.01027 -0.36259 1.16247 -0.0179
F -2.77464 1.46803 -0.17542 -0.0016
F -2.95131 -0.99868 -0.28590 -0.0008
Si -1.84189 0.16333 -0.28977 0.0301
H 1.65629 0.13110 -1.56709 0.0518
H -0.88075 1.03665 -2.39339 0.0530
H -0.95295 -0.69281 -2.31834 0.0508
H -0.70640 -0.86186 1.71588 0.0304
H -0.73012 1.00574 1.69690 0.0584
H 2.90080 -0.37600 0.52165 -0.0043
H 1.85565 -1.27744 1.59618 0.0226
H 2.06538 0.48205 1.82629 0.0392
```

As for the HOMO energy (alpha / beta): -5.147 / -10.101 eV. Its HOMO-LUMO gap (alpha / beta) is 5.9895 / 8.0172 eV. Its energy above the lowest of the compared OMol25 structures with the same formula, charge and spin is 0.0 kcal/mol. The LUMO energy (alpha / beta) comes out at 0.84 / -2.08 eV. The calculation puts the electronic energy at -684.4841 hartree. The value obtained for the molar mass is 134.201 g mol⁻¹. Its multiplicity is 3.

=====

5.
Here is a 2-piece molecular cluster, C5H8F3N2O overall at a distorted geometry from the Open Molecules 2025 dataset. Energies are from ωB97M-V/def2-TZVPD.

XYZ file:
```
19
Properties=species:S:1:pos:R:3:mulliken_spin:R:1
C 0.96772 0.33775 0.00986 0.6792
C 0.11882 -1.52080 0.81107 0.0037
C 0.06171 -1.62758 -0.73219 -0.0032
C 0.50461 0.29101 2.53822 0.0034
C -1.68228 2.15226 -2.37187 0.0014
N 0.52128 -0.16995 1.16123 0.5772
N 0.77681 -0.37036 -1.10183 0.5215
O -1.12992 1.23491 -1.90457 0.0046
F -1.12129 2.94385 -3.22546 0.0001
F -2.86330 2.62570 -2.13269 0.0006
F 1.52393 1.52379 0.02468 0.0218
H -0.78049 -1.85310 1.25458 0.0255
H 0.87455 -2.34778 1.25349 0.0728
H 0.42935 -2.51006 -1.36519 0.0149
H -0.98167 -1.58329 -0.91754 0.0395
H 0.33690 1.28980 2.80612 0.0179
H -0.30607 -0.24954 2.96712 0.0053
H 1.54598 0.16411 2.87027 0.0342
H 1.20334 -0.33070 -1.94530 -0.0203
```

As for the HOMO energy (alpha / beta): -9.633 / -15.446 eV. Its HOMO-LUMO gap (alpha / beta) is 6.8732 / 7.8783 eV. Its energy above the lowest of the compared OMol25 structures with the same formula, charge and spin is 0.0 kcal/mol. The LUMO energy (alpha / beta) comes out at -2.76 / -7.57 eV. Its total charge is +1. The calculation puts the electronic energy at -679.2282 hartree. The value obtained for the molar mass is 169.126 g mol⁻¹. Its multiplicity is 3.

=====

6.
Here is C5H8F3N3S as an isolated structure at a distorted geometry from the Open Molecules 2025 dataset. Energies are from ωB97M-V/def2-TZVPD.

XYZ file:
```
20
Properties=species:S:1:pos:R:3:mulliken_charge:R:1
C -0.14675 0.23703 -1.62437 -0.1646
C -0.56631 -0.70312 0.62033 0.5135
C 0.48475 0.26572 1.16060 -1.0886
C 1.44912 0.73957 0.07516 -0.1095
C 2.95893 -0.48063 -0.03689 0.8539
N 0.95110 0.70857 -1.24763 0.0034
N -0.79298 -0.63420 -0.78290 -0.1458
N -1.32331 -1.44426 1.34568 -0.2069
F 2.43570 -1.34409 -0.89473 -0.2544
F 3.97331 0.09224 -0.59224 -0.1593
F 3.14333 -0.99679 1.12115 -0.1882
S 2.02120 2.42756 0.36720 -0.1034
H -0.47882 0.19096 -2.66714 0.3995
H -0.11360 1.15313 1.35028 0.5007
H 1.00841 -0.01902 2.02706 0.5947
H 1.40727 1.51278 -1.82643 0.4523
H -1.61997 -1.12932 -1.13601 0.2958
H -1.26438 -1.50475 2.33411 0.2807
H -1.96216 -2.08439 0.94193 0.2463
H 3.38999 2.14496 0.67552 0.2797
```

As for the HOMO energy: -17.563 eV. Its HOMO-LUMO gap is 8.0370 eV. Its energy above the lowest of the compared OMol25 structures with the same formula, charge and spin is 12.6 kcal/mol. The LUMO energy comes out at -9.53 eV. Its total charge is +2. The calculation puts the electronic energy at -1056.6959 hartree. The value obtained for the molar mass is 199.201 g mol⁻¹.

=====

7.
Here is C5H8FIN3O4S as an isolated structure at a distorted geometry from the Open Molecules 2025 dataset. Energies are from ωB97M-V/def2-TZVPD.

XYZ file:
```
23
Properties=species:S:1:pos:R:3:mulliken_charge:R:1
N 0.05959 -0.32342 3.65228 -0.4151
C 0.50497 -0.69044 2.65850 -0.0536
C 0.89032 -1.06993 1.27302 0.2665
C -0.32051 -1.73592 0.56473 -1.0786
O -1.11351 -0.84759 -0.16496 -0.1517
O -1.96878 -0.27318 0.85190 -0.3146
C 1.63024 0.06804 0.52134 -0.2849
I 2.22911 -0.63102 -1.44743 0.3023
C 2.89090 0.31383 1.24223 0.1667
N 3.91467 0.42334 1.75198 -0.3498
S 0.69155 1.62890 0.31514 1.3011
O 0.11374 1.71689 -1.00493 -0.7301
O -0.17895 1.88959 1.40089 -0.4950
F 1.84073 2.67783 0.35251 -0.1931
H 1.65421 -1.84262 1.39376 0.6141
H -0.94721 -2.18895 1.33624 0.5381
H 0.03332 -2.54740 -0.06599 0.4778
H -2.49352 0.37307 0.37291 0.2821
N -1.88794 0.61247 -3.00303 -0.3370
H -2.81011 0.52060 -2.57636 0.3905
H -1.22733 1.01772 -2.31881 0.2601
H -1.55116 -0.31077 -3.28314 0.3887
H -1.95432 1.21894 -3.82278 0.4154
```

As for the HOMO energy: -13.850 eV. Its HOMO-LUMO gap is 9.5611 eV. The LUMO energy comes out at -4.29 eV. Its total charge is +1. The calculation puts the electronic energy at -1455.8848 hartree. The value obtained for the molar mass is 352.105 g mol⁻¹.

=====

8.
Here is one molecule with the formula C5H8FN at a distorted geometry from the Open Molecules 2025 dataset. Energies are from ωB97M-V/def2-TZVPD.

XYZ file:
```
15
Properties=species:S:1:pos:R:3:mulliken_charge:R:1
C 2.16434 0.97986 0.21421 -0.7550
C 1.10518 1.60144 -0.33931 0.5275
F 1.12475 2.97875 -0.36427 -0.2766
C -0.08221 1.03238 -0.95453 -0.4766
C -0.77190 -0.08854 -0.66404 -0.1540
C -0.70228 -0.92456 0.60857 -0.2491
N -1.90790 -1.74696 0.68724 -0.6296
H 2.95744 1.54422 0.62470 0.3165
H 2.29171 -0.13825 0.12633 0.2021
H -0.52230 1.60856 -1.78018 0.2899
H -1.48787 -0.49941 -1.41138 0.2222
H 0.29530 -1.46720 0.58073 0.1972
H -0.65220 -0.17499 1.40125 0.3201
H -1.83317 -2.43882 1.43543 0.2455
H -1.97889 -2.26648 -0.16476 0.2200
```

As for the HOMO energy: -8.922 eV. Its HOMO-LUMO gap is 9.5956 eV. Its energy above the lowest of the compared OMol25 structures with the same formula, charge and spin is 28.3 kcal/mol. The LUMO energy comes out at 0.67 eV. The SMILES is C=C(F)/C=C\CN. The calculation puts the electronic energy at -349.8742 hartree. The value obtained for the molar mass is 101.124 g mol⁻¹.

=====

9.
Here is a 2-piece molecular cluster, C5H8FN2 overall at a distorted geometry from the Open Molecules 2025 dataset. Energies are from ωB97M-V/def2-TZVPD.

XYZ file:
```
16
Properties=species:S:1:pos:R:3:mulliken_charge:R:1
C 0.55903 -0.67102 0.05038 -0.3855
C 0.93653 0.64682 0.01084 0.4698
C -1.20088 0.49645 0.01481 0.4176
C 2.26196 1.29169 -0.01322 -1.1886
C -1.62172 -1.93919 0.03434 -0.7839
N -0.81934 -0.74521 0.03312 0.1228
N -0.23657 1.37895 -0.02356 -0.0177
F -3.05590 1.07789 -0.16703 -0.3186
H 1.17188 -1.54955 0.08903 0.4527
H 2.19318 2.34067 0.26317 0.3578
H 2.94069 0.78957 0.67188 0.3506
H 2.69597 1.23227 -1.01281 0.3023
H -2.27472 -1.95288 -0.83962 0.3402
H -0.96854 -2.80865 0.01533 0.3018
H -2.25031 -1.97478 0.92501 0.3322
H -0.33127 2.38699 -0.05167 0.2463
```

As for the HOMO energy: -14.755 eV. Its HOMO-LUMO gap is 8.2464 eV. Its energy above the lowest of the compared OMol25 structures with the same formula, charge and spin is 69.2 kcal/mol. The LUMO energy comes out at -6.51 eV. Its total charge is +1. The calculation puts the electronic energy at -404.3310 hartree. The value obtained for the molar mass is 115.131 g mol⁻¹.

=====

10.
Here is C5H8FO4Rb as an isolated structure at a distorted geometry from the Open Molecules 2025 dataset. Energies are from ωB97M-V/def2-TZVPD.

XYZ file:
```
19
Properties=species:S:1:pos:R:3:mulliken_charge:R:1
C -1.45340 0.15757 1.69671 -0.1728
O -1.14898 0.75820 0.43349 -0.3841
C -2.88472 -0.34097 1.71289 -1.1317
H -0.76205 -0.67249 1.90420 0.2645
H -1.29748 0.92403 2.46976 0.3048
H -3.13069 -0.73387 2.70969 0.3539
H -3.58206 0.47617 1.48131 0.2743
H -3.02480 -1.14276 0.97555 0.2757
C 2.51686 -0.19227 -1.80680 0.7304
O 1.97154 0.84503 -2.26102 -0.7527
C -0.19478 0.15104 -0.43011 0.2265
C 1.20965 0.13699 0.15913 -0.3384
O 2.10000 -0.66283 -0.60076 -0.3965
O 3.33971 -0.91333 -2.40905 -0.7462
F -0.59549 -1.16884 -0.67614 -0.3504
H -0.29620 0.71723 -1.36276 0.2718
H 1.56544 1.17363 0.20871 0.2908
H 1.21233 -0.30170 1.16321 0.3239
Rb 4.45510 0.78916 -5.36801 0.9561
```

As for the HOMO energy: -7.546 eV. Its HOMO-LUMO gap is 6.1614 eV. Its energy above the lowest of the compared OMol25 structures with the same formula, charge and spin is 0.0 kcal/mol. The LUMO energy comes out at -1.38 eV. The calculation puts the electronic energy at -620.2296 hartree. The value obtained for the molar mass is 236.581 g mol⁻¹.